(1)
This record from the OMol25 dataset describes a 14-piece molecular cluster, C49H119N7O14 overall at a distorted geometry. The level of theory is ωB97M-V with the def2-TZVPD basis set.

Properties
Electronic energy   -91831.61210 eV
Spin multiplicity   1
Total charge   0
HOMO-LUMO gap   9.4 eV
Strongest force on any atom   4.26 eV Å⁻¹
HOMO energy   -8.80 eV

Last column: Löwdin charge in e.
CARTESIAN COORDINATES (ANGSTROEM)
1 C 4.64647 0.69382 -2.36355  -0.0081
2 C 5.84794 1.42425 -2.90941  -0.5140
3 O 5.95523 2.62442 -3.08541  0.0520
4 C 6.99686 0.51705 -3.13477  -0.0301
5 H 4.88117 0.29438 -1.40084  0.0637
6 H 4.30533 -0.09975 -3.06451  0.0729
7 H 3.86432 1.41603 -2.19967  0.0794
8 H 6.62852 -0.36775 -3.75828  0.0687
9 H 7.28939 0.06582 -2.15161  0.1010
10 H 7.93392 0.85624 -3.64106  0.0964
11 C 6.85269 3.35837 0.26041  -0.0107
12 C 5.55903 3.90360 0.96327  -0.4239
13 O 5.43813 3.69427 2.18188  0.0212
14 C 4.51022 4.56787 0.09207  -0.0189
15 H 7.60364 3.23870 0.97627  0.0447
16 H 7.16083 4.08559 -0.53840  0.0993
17 H 6.59866 2.40496 -0.17558  0.0615
18 H 4.45721 4.25840 -0.96288  0.0771
19 H 4.52392 5.68060 0.13109  0.1021
20 H 3.53116 4.25463 0.46897  0.0556
21 C -0.18727 -3.63965 2.83821  0.0040
22 C -1.67342 -3.25289 2.56291  -0.4569
23 O -1.99486 -2.10860 2.42358  0.0381
24 C -2.74598 -4.29964 2.64042  -0.0114
25 H 0.36144 -2.65488 2.81653  0.0823
26 H 0.21078 -4.31889 2.06160  0.0601
27 H -0.04231 -4.10565 3.79853  0.0696
28 H -2.51761 -5.07647 3.36995  0.0895
29 H -2.82133 -4.64876 1.60977  0.0866
30 H -3.67943 -3.89194 2.92221  0.0497
31 C 5.54403 -1.93248 3.18164  -0.0272
32 C 6.03786 -1.01472 2.12711  -0.4609
33 O 5.56637 -0.93487 1.00886  0.0492
34 C 7.22628 -0.04042 2.51926  0.0025
35 H 5.25484 -1.41394 4.10674  0.0891
36 H 6.41916 -2.59806 3.42937  0.1102
37 H 4.69648 -2.48731 2.77784  0.0823
38 H 7.15502 0.93398 2.11111  0.0394
39 H 8.16155 -0.50569 2.28948  0.0698
40 H 7.18629 0.16521 3.59039  0.0734
41 C -2.16016 5.67541 -2.48710  -0.0223
42 C -1.31982 5.39217 -1.25533  -0.5144
43 O -1.73555 4.65700 -0.37574  0.0543
44 C 0.00164 6.00273 -1.25184  -0.0185
45 H -3.20047 5.35946 -2.47545  0.0770
46 H -1.71969 5.17087 -3.37065  0.0917
47 H -2.16809 6.75651 -2.71166  0.0855
48 H 0.61111 5.41696 -0.55174  0.0814
49 H -0.17842 7.09001 -1.07302  0.1177
50 H 0.49857 5.94330 -2.19344  0.0796
51 C -2.94895 0.11544 -5.03853  -0.0028
52 C -3.16287 1.25264 -3.88722  -0.4858
53 O -2.55095 2.27659 -3.91035  0.0732
54 C -4.17951 0.98083 -2.88351  -0.0456
55 H -3.52522 0.39132 -5.90670  0.0646
56 H -3.15023 -0.90425 -4.76174  0.0482
57 H -1.92239 0.28177 -5.38203  0.0659
58 H -4.23558 0.00903 -2.44337  0.0348
59 H -5.21040 1.04245 -3.28233  0.1016
60 H -4.13232 1.74565 -2.00234  0.1145
61 C -5.41323 -3.33600 0.30089  -0.0090
62 C -5.59169 -2.05287 -0.47764  -0.4387
63 O -4.52314 -1.59823 -0.90021  -0.0014
64 C -6.90112 -1.48723 -0.99036  0.0139
65 H -6.30634 -3.50232 0.90694  0.0840
66 H -4.46706 -3.21103 0.89629  0.0734
67 H -5.24572 -4.07552 -0.48357  0.0925
68 H -7.46886 -2.23323 -1.47432  0.0758
69 H -6.54321 -0.66493 -1.55970  0.0627
70 H -7.51326 -1.04654 -0.25390  0.0704
71 C -2.57439 1.41960 6.94892  -0.0563
72 C -1.82487 2.05801 5.75677  -0.3868
73 C -1.52605 1.00822 4.62224  -0.2144
74 O -1.22667 -0.29920 5.01849  -0.2024
75 C -0.02822 -0.32982 5.66588  -0.1399
76 N -2.60647 3.11712 5.03508  0.0244
77 H -2.28055 1.92869 7.88179  0.0754
78 H -2.39991 0.32619 6.90671  0.0741
79 H -3.64933 1.60599 6.91559  0.0692
80 H -0.84560 2.43628 6.17427  0.1349
81 H -0.78130 1.40863 3.88889  0.1077
82 H -2.40275 0.87300 3.97953  0.1034
83 H -0.11916 -0.01430 6.71727  0.0912
84 H 0.74336 0.29417 5.19727  0.0787
85 H 0.30226 -1.39570 5.63313  0.1057
86 H -2.08805 3.44473 4.19168  0.0648
87 H -2.67229 3.98836 5.55787  0.0648
88 C -2.28569 -3.35952 -1.90717  -0.0441
89 C -0.99980 -3.23961 -2.71533  -0.4427
90 C -1.02988 -4.13944 -3.90263  -0.2254
91 O -1.08305 -5.48280 -3.51651  -0.1762
92 C -0.98386 -6.34558 -4.53053  -0.1733
93 N -0.76964 -1.88777 -3.18771  0.0580
94 H -2.44460 -4.43425 -1.63885  0.0924
95 H -3.04938 -2.91127 -2.53738  0.0731
96 H -2.23283 -2.81249 -0.98543  0.0493
97 H -0.13226 -3.53320 -2.07572  0.1122
98 H -0.12342 -3.92922 -4.55360  0.1179
99 H -1.82996 -3.81108 -4.52922  0.1203
100 H -0.95560 -7.34424 -4.18861  0.0686
101 H 0.01623 -6.18253 -5.09975  0.1207
102 H -1.76050 -6.37752 -5.31281  0.0935
103 H -1.64610 -1.37174 -3.38845  0.0538
104 H -0.24203 -1.27247 -2.54657  0.0544
105 C -1.23557 8.47610 2.28883  -0.0605
106 C -1.80643 7.17789 1.85581  -0.4890
107 C -1.03347 6.06252 2.47913  -0.2241
108 O 0.33368 6.04736 2.04198  -0.2017
109 C 0.85613 4.68759 2.08575  -0.0804
110 N -3.22992 7.09982 2.05358  0.0678
111 H -0.23482 8.60462 1.82031  0.0977
112 H -1.15419 8.60264 3.37065  0.0859
113 H -1.87097 9.24186 1.93142  0.0631
114 H -1.60077 7.12635 0.81149  0.1060
115 H -1.45359 5.10894 2.12136  0.1010
116 H -1.00527 6.07219 3.59624  0.1362
117 H 0.35176 4.09075 1.29275  0.0837
118 H 0.75985 4.27701 3.10430  0.0883
119 H 1.87237 4.76643 1.83033  0.0481
120 H -3.71891 6.28777 1.67973  0.0810
121 H -3.40125 7.10447 3.03180  0.0593
122 C 2.21759 -0.10543 -5.10329  -0.0353
123 C 2.16860 -1.49079 -5.87509  -0.3799
124 C 2.94798 -2.61518 -5.12366  -0.2245
125 O 4.12452 -2.25163 -4.49118  -0.2051
126 C 5.19735 -2.06069 -5.39034  -0.1013
127 N 0.81269 -2.07047 -6.09592  0.0331
128 H 1.70517 0.63192 -5.74791  0.0758
129 H 3.29652 0.07716 -5.08323  0.0495
130 H 1.70627 -0.14090 -4.10610  0.0822
131 H 2.58148 -1.31508 -6.80572  0.0965
132 H 3.06787 -3.44616 -5.84816  0.1306
133 H 2.30533 -3.05146 -4.41659  0.0871
134 H 5.14009 -1.19385 -6.12517  0.1144
135 H 5.31644 -2.94320 -5.97242  0.0746
136 H 6.07612 -1.90402 -4.74889  0.0714
137 H 0.41883 -1.59111 -6.86744  0.0408
138 H 0.19849 -1.74392 -5.28670  0.0590
139 C -1.39911 0.22187 -0.19000  -0.0390
140 C 0.13096 0.20086 0.02561  -0.3804
141 C 0.44272 0.51185 1.46208  -0.2039
142 O 1.83448 0.70946 1.54571  -0.1571
143 C 2.30716 1.11462 2.76819  -0.1224
144 N 0.62098 -1.13152 -0.40980  0.0868
145 H -1.57267 0.38073 -1.30045  0.0866
146 H -1.89328 1.06233 0.28934  0.0539
147 H -1.91432 -0.66183 0.23595  0.0652
148 H 0.62654 0.92088 -0.60410  0.1361
149 H 0.21428 -0.31534 2.04177  0.0918
150 H -0.14104 1.41598 1.73823  0.1264
151 H 1.69746 1.85436 3.28855  0.0740
152 H 3.21065 1.60638 2.61032  0.0640
153 H 2.39893 0.29131 3.47799  0.0837
154 H 0.35412 -1.81778 0.28127  0.0590
155 H 1.60996 -1.08394 -0.36843  0.0393
156 C -6.33195 -0.59232 4.17328  -0.0539
157 C -5.09283 -0.98085 3.41894  -0.4517
158 C -4.66128 0.09029 2.44661  -0.2240
159 O -5.58037 0.43771 1.45222  -0.1758
160 C -5.09868 1.59557 0.81528  -0.0972
161 N -4.09617 -1.52139 4.32427  0.0830
162 H -6.68103 -1.41836 4.83458  0.0957
163 H -7.12690 -0.49905 3.39691  0.0911
164 H -6.31638 0.29220 4.69045  0.0451
165 H -5.39687 -1.76955 2.76098  0.1081
166 H -3.77650 -0.26783 1.89915  0.1122
167 H -4.40373 1.03553 2.95317  0.1236
168 H -5.35512 2.50137 1.38728  0.1021
169 H -5.56069 1.75023 -0.13412  0.0681
170 H -4.03985 1.49675 0.63648  0.0667
171 H -4.11706 -0.90186 5.15569  0.0847
172 H -3.23461 -1.37505 3.82622  0.0134
173 C 2.21867 -6.47225 -1.67897  -0.0587
174 C 1.70195 -5.68185 -0.48748  -0.4622
175 C 2.15551 -4.30063 -0.66214  -0.2733
176 O 3.54529 -4.09710 -0.58600  -0.1438
177 C 3.83367 -2.85267 -1.15068  -0.1069
178 N 0.24525 -5.67932 -0.45310  0.0558
179 H 2.02496 -5.95379 -2.63202  0.0822
180 H 1.74552 -7.47387 -1.78081  0.0834
181 H 3.31007 -6.58124 -1.52827  0.0854
182 H 2.09634 -6.11975 0.46678  0.1592
183 H 1.55454 -3.72949 0.13043  0.1222
184 H 1.74367 -3.88019 -1.61319  0.1120
185 H 3.38499 -2.70970 -2.14447  0.0829
186 H 4.89714 -2.73867 -1.22735  0.0864
187 H 3.49970 -2.15756 -0.41457  0.0617
188 H -0.04213 -6.64133 -0.16911  0.0990
189 H -0.13023 -5.63271 -1.37519  0.0277


(2)
This record from the OMol25 dataset describes a 2-piece molecular cluster, C4H14N2O overall at a distorted geometry. The level of theory is ωB97M-V with the def2-TZVPD basis set.

Properties
Structure (SMILES)   CN(C)CCN.O
Electronic energy   -9399.47238 eV
Spin multiplicity   1
Total charge   0
HOMO-LUMO gap   8.5 eV
Strongest force on any atom   4.96 eV Å⁻¹
HOMO energy   -8.05 eV

Last column: Löwdin charge in e.
CARTESIAN COORDINATES (ANGSTROEM)
1 C 0.51337 -2.32134 -0.69055  -0.0890
2 N -0.36257 -1.20395 -1.13352  -0.2325
3 C -1.72048 -0.79485 -0.72454  -0.1041
4 C 0.52766 -0.06209 -0.94993  -0.2652
5 C 0.15542 1.36207 -0.75025  -0.3097
6 N 0.79702 2.12972 0.33624  -0.0201
7 H -0.03140 -3.03682 -0.08185  0.0782
8 H 0.99646 -2.80951 -1.54024  0.0772
9 H 1.36801 -1.96262 -0.13514  0.0511
10 H -1.91872 -0.66011 0.35359  0.0904
11 H -2.45169 -1.44404 -1.32767  0.0994
12 H -1.93716 0.06076 -1.37055  0.0614
13 H 1.36609 -0.11997 -0.13085  0.1290
14 H 1.14370 -0.03615 -1.90049  0.1302
15 H 0.54976 1.91431 -1.58607  0.0934
16 H -0.90911 1.56447 -0.88491  0.0870
17 H 0.45445 3.09707 0.38667  0.0681
18 H 0.83028 1.71082 1.28540  0.0396
19 O 0.17588 0.53888 3.22569  -0.1235
20 H 0.85734 1.11823 3.59973  0.0197
21 H -0.40430 0.95512 4.01925  0.1196


(3)
This record from the OMol25 dataset describes one molecule with the formula C6H4O. The level of theory is ωB97M-V with the def2-TZVPD basis set.

Properties
Electronic energy   -8328.36691 eV
Spin multiplicity   1
Total charge   0
HOMO-LUMO gap   9.6 eV
Strongest force on any atom   0.70 eV Å⁻¹
HOMO energy   -10.57 eV

Last column: Löwdin charge in e.
CARTESIAN COORDINATES (ANGSTROEM)
1 C 1.09713 -0.19710 -2.17502  -0.0841
2 C 0.42238 -0.31187 -0.88552  -0.0362
3 C -0.13966 -0.40814 0.17823  0.0475
4 C -0.85485 -0.51113 1.43703  -0.4538
5 O -1.35189 -1.54191 1.83251  0.1022
6 C -0.22796 1.82458 2.05054  0.2357
7 C -0.95895 0.75492 2.22849  -0.1845
8 H 0.49928 -0.67109 -2.95955  0.0859
9 H 2.07050 -0.69585 -2.14060  0.0862
10 H 1.25365 0.85209 -2.44200  0.0843
11 H -1.66200 0.77352 3.06367  0.1169


(4)
This record from the OMol25 dataset describes C18H36AlNP as an isolated structure at a distorted geometry. The level of theory is ωB97M-V with the def2-TZVPD basis set.

Properties
Electronic energy   -36620.75193 eV
Spin multiplicity   1
Total charge   -1
HOMO-LUMO gap   5.6 eV
Strongest force on any atom   6.63 eV Å⁻¹
HOMO energy   -3.41 eV

Last column: Löwdin charge in e.
CARTESIAN COORDINATES (ANGSTROEM)
1 C -5.06834 7.63629 -3.94195  -0.4546
2 P -4.64835 5.84430 -4.43702  0.5743
3 C -3.33167 5.99111 -5.82008  -0.4467
4 Al -3.72419 4.84906 -2.52868  0.0050
5 C -2.30383 3.42024 -2.95391  -0.3524
6 C -3.06579 1.98462 -3.15551  -0.3149
7 C -2.85294 1.08290 -1.83126  -0.2302
8 C -1.28617 0.68389 -1.59588  -0.2214
9 C -1.11601 -0.71925 -0.83333  -0.2335
10 C 0.39367 -1.33680 -0.94676  -0.2096
11 C 0.61760 -2.18764 0.40519  -0.2276
12 C 1.77450 -3.30850 0.29056  -0.2233
13 C 3.26584 -2.71914 0.26346  -0.2016
14 C 3.81833 -2.16781 1.66887  -0.2051
15 C 2.96166 -2.57468 2.96434  -0.1870
16 C 3.39038 -4.05910 3.45303  -0.1609
17 N 3.46159 -4.21030 4.93025  -0.1619
18 C 2.88558 -3.45537 6.01598  -0.0960
19 C 3.19584 -4.00794 7.43490  -0.0674
20 C 4.08781 -5.26169 7.05558  -0.0998
21 C 4.21946 -5.32668 5.51444  -0.0875
22 H -4.14057 8.27190 -4.15777  0.0186
23 H -5.95372 8.02754 -4.57385  0.0139
24 H -5.29529 7.71656 -2.81122  0.0215
25 H -3.66450 6.86745 -6.49125  0.0152
26 H -3.32434 5.02589 -6.44688  0.0212
27 H -2.29929 6.24860 -5.38598  0.0195
28 H -4.92368 4.06982 -1.79134  -0.1192
29 H -3.13670 5.93956 -1.51655  -0.1454
30 H -1.68209 3.68464 -3.89080  0.0342
31 H -1.56782 3.40085 -2.07005  0.0274
32 H -4.17183 2.24775 -3.33546  0.0623
33 H -2.70641 1.44056 -4.10024  0.0884
34 H -3.52640 0.14604 -1.87634  0.0951
35 H -3.26118 1.70923 -0.94606  0.1095
36 H -0.78165 0.72882 -2.61978  0.1112
37 H -0.87873 1.52125 -0.90645  0.1094
38 H -1.91498 -1.48142 -1.16396  0.1090
39 H -1.30515 -0.50772 0.28682  0.1095
40 H 0.45082 -1.95249 -1.90680  0.1104
41 H 1.08353 -0.40623 -0.97968  0.1140
42 H -0.35748 -2.75848 0.63517  0.1147
43 H 0.81313 -1.41673 1.23881  0.1094
44 H 1.61247 -3.81971 -0.73885  0.1114
45 H 1.61938 -4.15460 1.06494  0.0960
46 H 3.23573 -1.81003 -0.45651  0.1101
47 H 3.99904 -3.47327 -0.19636  0.1052
48 H 4.86774 -2.64008 1.81616  0.1039
49 H 3.99797 -1.03218 1.69577  0.1105
50 H 3.30845 -1.86614 3.81575  0.1092
51 H 1.83562 -2.42362 2.87515  0.1005
52 H 2.56388 -4.77618 3.07020  0.1221
53 H 4.36220 -4.42161 2.93879  0.1310
54 H 2.26366 -2.53048 5.78692  0.1019
55 H 2.85793 -3.63664 8.45381  0.0738
56 H 4.53113 -5.98712 7.81732  0.0699
57 H 4.81417 -6.10924 4.91433  0.1066


(5)
This record from the OMol25 dataset describes a 2-piece molecular cluster, C2HF2N3O4S2 overall at a distorted geometry. The level of theory is ωB97M-V with the def2-TZVPD basis set.

Properties
Electronic energy   -41849.54194 eV
Spin multiplicity   1
Total charge   0
HOMO-LUMO gap (spin up / spin down)   7.3 / 6.6 eV
Strongest force on any atom   3.90 eV Å⁻¹
HOMO energy (spin up / spin down)   -11.56 / -11.33 eV

Last column: Löwdin charge in e.
CARTESIAN COORDINATES (ANGSTROEM)
1 C 0.53359 1.30858 0.89054  -0.1035
2 C -0.70584 0.66898 0.71118  -0.3275
3 N 1.43012 0.56132 0.28422  0.0526
4 N -0.43388 -0.50203 0.01730  0.1091
5 N 0.81576 -0.42174 -0.22149  -0.0679
6 O -2.09869 2.09999 2.49510  -0.2344
7 O -3.21634 1.21832 0.45434  -0.2268
8 O 0.88094 -3.03942 -2.21936  -0.2475
9 O 3.24161 -2.18874 -2.03461  -0.2310
10 F -2.47708 -0.32893 2.10760  -0.2016
11 F 1.63470 -0.79402 -3.31452  -0.2406
12 S -2.21327 1.15634 1.42623  0.6855
13 S 1.85933 -1.99080 -2.08815  0.8836
14 H 0.74907 2.25213 1.49162  0.1501


Q: What is the formula in the fifth record?
A: C2HF2N3O4S2


Q: spin multiplicity of number 1 (C49H119N7O14)?
A: 1